Record 1
C65H153CaN9O17 | wB97M-V/def2-TZVPD

Calculated values
* E_HOMO: -7.28 eV
* M: 1373.1 u
* HOMO-LUMO gap: 7.60 eV
* charge: 0
* E_LUMO: 0.32 eV

Structure (XYZ):
```
245
Properties=species:S:1:pos:R:3:lowdin_charge:R:1
Ca 1.76 2.80 2.07 1.4085
C 4.00 0.32 0.47 -0.3189
O 2.93 1.22 0.65 -0.4985
H 4.79 0.67 1.13 0.0454
H 3.69 -0.72 0.61 0.0435
H 4.39 0.25 -0.55 0.0438
C -0.42 4.93 4.24 -0.3501
O 0.46 4.07 3.64 -0.4642
H -0.23 5.17 5.29 0.0309
H -0.46 5.90 3.75 0.0414
H -1.43 4.53 4.21 0.0395
C -6.41 6.50 2.13 -0.0028
C -6.36 4.95 2.55 -0.4597
C -6.76 4.84 4.06 -0.1220
C -8.31 4.94 4.33 -0.1470
C -9.16 4.03 3.31 -0.1004
C -8.74 4.24 1.74 -0.4466
N -7.25 4.23 1.59 -0.1321
O -6.87 4.32 0.26 -0.0189
C -9.35 2.87 1.23 -0.0528
C -9.46 5.49 1.23 -0.0315
C -4.99 4.33 2.53 -0.0494
H -7.38 6.96 2.27 0.0554
H -6.15 6.60 1.08 0.0684
H -5.75 7.20 2.64 0.0518
H -6.45 3.88 4.46 0.1060
H -6.18 5.64 4.52 0.0947
H -8.59 5.98 4.19 0.0763
H -8.54 4.68 5.37 0.0967
H -10.24 4.17 3.41 0.1065
H -8.87 3.03 3.64 0.0989
H -10.41 2.81 1.50 0.0812
H -9.17 2.82 0.16 0.0687
H -8.83 1.95 1.49 0.0804
H -9.19 5.51 0.18 0.0813
H -10.47 5.08 1.22 0.0774
H -9.39 6.46 1.72 0.0771
H -5.16 3.31 2.86 0.0840
H -4.28 4.80 3.22 0.0821
H -4.58 4.27 1.52 0.0756
H -6.63 3.41 0.12 0.1034
C -0.57 15.03 3.64 -0.0687
C 0.40 13.89 4.01 -0.4299
C 0.02 13.50 5.47 -0.1628
C 0.69 12.31 6.05 -0.1788
C 0.36 11.08 5.12 -0.1143
C 0.58 11.28 3.57 -0.4140
N 0.17 12.65 3.16 -0.1282
O 0.16 12.97 1.80 -0.0169
C 2.17 11.14 3.36 -0.0279
C -0.21 10.12 2.85 -0.0208
C 1.86 14.46 3.72 -0.0151
H -1.56 14.60 3.55 0.0778
H -0.42 15.57 2.70 0.0779
H -0.70 15.84 4.36 0.0802
H 0.25 14.42 6.01 0.1151
H -1.06 13.42 5.60 0.1248
H 0.21 11.97 6.96 0.1039
H 1.76 12.45 6.25 0.1022
H -0.64 10.72 5.38 0.1107
H 1.17 10.43 5.43 0.0838
H 2.44 11.53 2.38 0.0691
H 2.85 11.70 4.00 0.0606
H 2.55 10.12 3.33 0.0564
H -0.02 9.12 3.23 0.0788
H -1.25 10.34 3.11 0.0729
H -0.15 10.26 1.77 0.0698
H 2.53 13.86 4.33 0.0532
H 1.81 15.53 3.93 0.0721
H 2.33 14.33 2.75 0.0766
H -0.77 12.89 1.54 0.0988
C -2.40 1.64 10.87 -0.0511
C -1.99 1.10 9.51 -0.4350
C -2.22 2.24 8.43 -0.1435
C -1.59 2.01 7.14 -0.2290
C -0.18 1.69 7.25 -0.1316
C 0.28 0.61 8.40 -0.4021
N -0.50 0.81 9.65 -0.0854
O -0.30 -0.16 10.66 -0.0180
C 0.05 -0.70 7.62 -0.0598
C 1.80 0.74 8.67 -0.0270
C -2.82 -0.19 9.15 -0.0118
H -3.48 1.80 10.91 0.0897
H -1.86 2.52 11.22 0.0884
H -2.34 0.84 11.61 0.0761
H -3.29 2.08 8.31 0.1082
H -2.35 3.22 8.87 0.1098
H -1.90 2.67 6.34 0.1300
H -2.00 1.05 6.82 0.1096
H 0.41 2.61 7.30 0.1093
H 0.03 1.37 6.23 0.0876
H -0.16 -1.64 8.13 0.0833
H -0.82 -0.70 6.97 0.0592
H 0.79 -0.91 6.84 0.0710
H 1.93 1.72 9.13 0.0659
H 2.08 0.00 9.41 0.0771
H 2.56 0.80 7.90 0.0712
H -2.25 -0.84 8.49 0.0516
H -3.81 -0.06 8.69 0.0840
H -2.92 -0.81 10.04 0.0770
H -0.05 0.40 11.39 0.0680
C 5.27 3.88 2.02 -0.0545
O 3.84 4.17 2.02 -0.3126
C 3.61 5.34 1.19 -0.1955
C 2.14 5.60 0.99 -0.1987
N 1.43 4.50 0.42 -0.1537
C 1.84 3.94 -0.82 -0.2246
C 0.92 2.93 -1.52 -0.1090
O -0.11 3.82 -2.17 -0.2270
C -0.98 3.02 -2.92 -0.1374
H 5.39 3.17 2.85 0.0796
H 6.09 4.57 2.24 0.0983
H 5.31 3.36 1.06 0.0989
H 4.16 5.19 0.26 0.1240
H 3.97 6.27 1.64 0.1262
H 2.13 6.44 0.29 0.1361
H 1.71 5.73 1.98 0.1162
H 0.53 4.91 0.24 0.0979
H 2.77 3.39 -0.64 0.1041
H 2.08 4.64 -1.62 0.1294
H 0.41 2.30 -0.78 0.0974
H 1.42 2.27 -2.22 0.1313
H -1.38 2.28 -2.23 0.0920
H -0.45 2.66 -3.80 0.0917
H -1.71 3.68 -3.40 0.0723
C -0.29 7.52 7.70 -0.1100
O 0.21 6.95 8.89 -0.2009
C 0.10 5.54 8.85 -0.2247
C 0.82 4.84 10.03 -0.1386
N 2.31 5.09 9.76 -0.0440
C 2.82 5.00 11.16 -0.1929
C 3.13 3.48 11.54 -0.1818
O 1.99 2.85 12.16 -0.2126
C 2.21 1.53 12.56 -0.1109
H -1.38 7.48 7.67 0.0857
H 0.23 7.20 6.80 0.0886
H -0.08 8.58 7.86 0.0779
H 0.19 5.10 7.86 0.1047
H -0.97 5.42 8.97 0.1045
H 0.55 3.78 10.05 0.0941
H 0.63 5.21 11.04 0.1046
H 2.50 5.95 9.27 0.0639
H 2.29 5.63 11.86 0.1102
H 3.74 5.54 10.96 0.1026
H 3.92 3.40 12.28 0.1016
H 3.67 2.94 10.77 0.1133
H 2.92 1.62 13.38 0.0909
H 2.55 0.83 11.79 0.0829
H 1.21 1.26 12.89 0.0858
C -5.17 8.85 -2.85 -0.1210
O -4.86 7.60 -3.37 -0.2133
C -5.29 6.38 -2.78 -0.1965
C -4.20 5.37 -2.43 -0.1825
N -3.01 5.68 -1.56 -0.0191
C -2.11 6.64 -2.29 -0.1843
C -0.96 7.15 -1.52 -0.2885
O -1.24 8.41 -1.08 -0.1881
C -2.15 8.42 0.04 -0.0648
H -6.20 9.20 -2.84 0.0867
H -4.71 9.50 -3.59 0.0910
H -4.64 9.02 -1.92 0.0794
H -5.99 5.92 -3.48 0.1231
H -5.83 6.70 -1.89 0.1122
H -3.82 5.15 -3.43 0.1007
H -4.69 4.48 -2.04 0.1081
H -2.45 4.85 -1.52 0.0604
H -2.61 7.50 -2.74 0.1266
H -1.59 5.99 -2.99 0.1028
H -0.03 7.28 -2.08 0.1318
H -0.57 6.52 -0.72 0.1037
H -3.04 7.89 -0.30 0.0644
H -2.36 9.39 0.49 0.0837
H -1.65 7.82 0.80 0.0812
C -1.55 2.51 1.30 -0.1029
O -0.34 1.80 1.52 -0.3207
C -0.69 0.55 2.20 -0.1397
C 0.60 -0.05 2.79 -0.1751
N 1.34 0.93 3.60 -0.1442
C 2.61 0.44 4.11 -0.1852
C 3.12 1.54 5.01 -0.2057
O 3.41 2.62 4.10 -0.2697
C 3.71 3.87 4.90 -0.0409
H -1.31 3.52 0.97 0.0859
H -2.12 2.70 2.21 0.0848
H -2.22 2.02 0.60 0.0931
H -1.24 -0.02 1.45 0.1314
H -1.32 0.73 3.07 0.1208
H 1.26 -0.62 2.14 0.1220
H 0.32 -0.81 3.52 0.1134
H 0.78 1.16 4.42 0.0899
H 3.32 0.31 3.30 0.1269
H 2.41 -0.34 4.84 0.1208
H 4.06 1.18 5.42 0.1321
H 2.37 1.77 5.77 0.1053
H 3.94 4.71 4.25 0.0574
H 4.50 3.80 5.65 0.0955
H 2.76 4.16 5.35 0.0806
C 2.56 9.79 13.76 -0.1161
O 2.20 9.19 12.51 -0.1948
C 2.91 9.79 11.36 -0.2046
C 2.62 9.00 10.15 -0.2006
N 3.11 9.76 8.94 -0.0292
C 2.97 8.93 7.76 -0.2456
C 3.67 9.33 6.45 -0.1817
O 3.13 8.71 5.25 -0.2246
C 3.41 7.30 5.10 -0.0629
H 3.62 9.56 13.83 0.0842
H 2.12 9.22 14.58 0.0767
H 2.20 10.77 14.08 0.0837
H 3.97 9.76 11.61 0.1150
H 2.78 10.87 11.24 0.1227
H 1.56 8.79 10.07 0.1159
H 3.11 8.02 10.15 0.1070
H 2.33 10.39 8.91 0.0987
H 1.90 8.78 7.63 0.0829
H 3.27 7.89 7.91 0.1023
H 4.70 9.11 6.72 0.1185
H 3.59 10.42 6.38 0.1090
H 4.49 7.33 4.95 0.0936
H 2.92 6.96 4.18 0.0820
H 3.06 6.76 5.98 0.0789
C -10.72 9.74 5.33 -0.0999
O -10.15 8.59 5.93 -0.1953
C -9.25 8.81 6.96 -0.2269
C -7.84 8.44 6.38 -0.1654
N -7.34 9.18 5.20 -0.0396
C -5.97 8.96 4.90 -0.2539
C -4.89 9.29 5.92 -0.1956
O -3.62 9.07 5.30 -0.1957
C -3.21 7.71 5.23 -0.1058
H -10.81 10.66 5.91 0.0847
H -11.59 9.55 4.70 0.0870
H -9.96 10.08 4.62 0.0694
H -9.56 8.34 7.90 0.1179
H -9.41 9.83 7.29 0.1089
H -7.91 7.37 6.17 0.1003
H -7.15 8.49 7.23 0.1057
H -7.90 8.79 4.45 0.0957
H -5.84 9.56 3.99 0.1333
H -5.80 7.90 4.70 0.0774
H -5.00 8.65 6.79 0.1111
H -5.06 10.36 6.04 0.1297
H -2.13 7.67 5.17 0.0743
H -3.60 7.35 4.27 0.0761
H -3.55 7.11 6.07 0.0910
```


Record 2
C65H56ClGeN8O5PSTi | wB97M-V/def2-TZVPD

Calculated values
* E_HOMO (spin up / spin down): -11.73 / -11.72 eV
* M: 1248.2 u
* HOMO-LUMO gap (spin up / spin down): 5.67 / 5.63 eV
* charge: +2
* E_LUMO (spin up / spin down): -6.06 / -6.10 eV

Structure (XYZ):
```
139
Properties=species:S:1:pos:R:3:lowdin_charge:R:1
Ti 0.10 0.10 0.26 0.9325
O -0.66 -1.38 -3.51 -0.2479
S 0.22 -0.42 -2.90 0.5222
O 1.62 -0.80 -2.88 -0.3460
O -0.22 -0.14 -1.48 -0.5980
C 0.05 1.08 -3.84 -0.2499
C 0.15 0.88 -5.21 -0.0379
C 0.02 1.94 -6.08 -0.0290
C -0.21 3.21 -5.57 -0.0328
C -0.32 3.41 -4.20 -0.0767
C -0.19 2.34 -3.31 -0.3128
P -0.19 2.65 -1.50 1.1616
C 1.01 4.05 -1.60 -0.3692
C 0.80 5.33 -1.11 -0.0801
C 1.85 6.24 -1.08 -0.0679
C 3.11 5.89 -1.54 -0.0658
C 3.31 4.62 -2.06 -0.0625
C 2.27 3.71 -2.10 -0.1076
C -1.77 3.54 -1.24 -0.3519
C -2.00 3.96 0.07 -0.1361
C -3.18 4.58 0.43 -0.0798
C -4.16 4.80 -0.53 -0.0679
C -3.94 4.39 -1.84 -0.0589
C -2.76 3.77 -2.19 -0.0742
H 0.33 -0.13 -5.56 0.1245
H 0.11 1.79 -7.15 0.1197
H -0.30 4.06 -6.23 0.1184
H -0.49 4.40 -3.81 0.1197
H -0.17 5.62 -0.74 0.1035
H 1.68 7.24 -0.70 0.1123
H 3.92 6.59 -1.48 0.1112
H 4.28 4.35 -2.45 0.1086
H 2.42 2.71 -2.49 0.1035
H -1.23 3.79 0.82 0.0903
H -3.34 4.90 1.44 0.1092
H -5.08 5.30 -0.26 0.1119
H -4.70 4.57 -2.58 0.1163
H -2.62 3.45 -3.22 0.1025
C -0.09 3.98 13.39 -0.0606
O -0.34 4.70 12.20 -0.0592
C -0.44 4.06 11.03 -0.2660
C -0.53 2.67 10.87 -0.0009
C -0.58 2.12 9.61 -0.0196
C -0.53 2.93 8.47 -0.1677
C -0.45 4.32 8.64 -0.0104
C -0.43 4.87 9.89 0.0237
C -0.48 2.41 7.13 -0.2372
N -0.13 3.14 6.08 0.1921
C -0.14 2.30 5.03 -0.1711
C -0.52 1.01 5.42 -0.1233
N -0.74 1.11 6.77 0.1970
C -0.54 -0.09 4.54 -0.0633
C -0.85 -1.40 4.90 0.0454
C -0.76 -2.38 3.93 -0.0002
C -0.40 -2.04 2.63 -0.1305
N -0.10 -0.80 2.21 0.0314
C -0.15 0.18 3.18 -0.1601
C 0.27 1.47 2.79 -0.1526
N 0.74 1.57 1.50 0.0032
C 1.33 2.75 1.19 -0.1382
C 1.37 3.86 2.02 0.0045
C 0.80 3.79 3.29 0.0652
C 0.29 2.57 3.70 -0.0609
H 0.15 4.73 14.13 0.1011
H 0.76 3.30 13.26 0.1003
H -0.97 3.42 13.71 0.1003
H -0.55 2.01 11.73 0.1118
H -0.64 1.04 9.52 0.1077
H -0.41 4.94 7.76 0.1117
H -0.37 5.94 10.04 0.1274
H -1.02 0.37 7.39 0.1601
H -1.11 -1.64 5.92 0.1264
H -0.98 -3.41 4.17 0.1254
H -0.31 -2.84 1.91 0.0699
H 1.81 2.82 0.23 0.0655
H 1.86 4.76 1.67 0.1218
H 0.80 4.62 3.97 0.1339
C 4.37 0.21 -2.51 -0.0125
N 4.44 0.81 -1.19 -0.1309
C 5.74 1.29 -0.77 -0.0110
C 3.40 0.93 -0.39 -0.3075
O 2.21 0.61 -0.64 -0.1653
H 5.14 -0.56 -2.59 0.0998
H 4.54 0.97 -3.27 0.1075
H 3.39 -0.24 -2.66 0.0530
H 6.45 1.11 -1.58 0.1008
H 6.09 0.76 0.12 0.0907
H 5.72 2.36 -0.56 0.0948
H 3.65 1.40 0.58 0.1593
N -4.02 1.51 1.35 0.1640
C -2.72 1.24 1.55 -0.1452
N -2.10 0.81 0.47 0.0545
C -3.07 0.82 -0.52 -0.2222
C -3.03 0.51 -1.88 -0.0161
C -4.18 0.65 -2.63 -0.0477
C -5.38 1.09 -2.06 -0.0605
C -5.46 1.39 -0.71 -0.0002
C -4.29 1.26 0.03 -0.1861
H -4.69 1.85 2.03 0.1760
H -2.26 1.38 2.51 0.1294
H -2.13 0.14 -2.35 0.0693
H -4.16 0.42 -3.68 0.1188
H -6.26 1.17 -2.68 0.1148
H -6.38 1.72 -0.26 0.1202
Cl -2.39 -4.50 -2.92 0.7962
C -2.60 -3.73 -1.40 -0.6148
C -3.58 -4.10 -0.50 -0.0503
C -3.69 -3.37 0.66 -0.0302
C -2.82 -2.32 0.90 -0.1464
N -1.84 -1.98 0.05 0.0491
C -1.75 -2.67 -1.07 -0.1896
H -4.24 -4.93 -0.72 0.1188
H -4.45 -3.61 1.39 0.1134
H -2.91 -1.72 1.80 0.1050
H -0.99 -2.38 -1.79 0.0410
Ge 1.51 -2.20 -0.63 1.0701
C 3.37 -2.01 0.10 -0.3255
C 3.54 -1.48 1.37 -0.1442
C 4.78 -1.50 1.97 -0.0805
C 5.87 -2.01 1.29 -0.0827
C 5.71 -2.52 0.01 -0.0693
C 4.47 -2.52 -0.59 -0.1073
C 1.35 -3.72 -1.94 -0.3046
C 1.90 -3.75 -3.21 -0.1086
C 1.74 -4.86 -4.02 -0.0638
C 1.03 -5.96 -3.57 -0.0745
C 0.48 -5.95 -2.30 -0.1120
C 0.64 -4.83 -1.49 -0.1635
H 0.93 -3.07 0.59 -0.0137
H 2.67 -1.06 1.89 0.0888
H 4.91 -1.12 2.98 0.1054
H 6.85 -2.01 1.75 0.1093
H 6.56 -2.95 -0.51 0.1109
H 4.32 -2.92 -1.58 0.1023
H 2.44 -2.89 -3.58 0.0923
H 2.16 -4.87 -5.01 0.1089
H 0.87 -6.81 -4.21 0.1109
H -0.09 -6.79 -1.94 0.1086
H 0.21 -4.83 -0.50 0.0840
```